[1]
Computed, not measured: a 17-piece molecular cluster, C26H89N31O17 overall in a non-equilibrium geometry, with wB97M-V/def2-TZVPD.

Values from the calculation:
F_max = 4.286 eV/A
E_tot = -109421.247 eV
orbital gap = 9.43 eV
charge = 0
relative energy (zero: lowest compared OMol25 entry of this formula, charge and spin) = 0.0000 eV

Each atom is followed by the atoms it is bonded to, with distances in Å.
Positions of all 163 atoms, in Å:
1 C 15.56 12.22 11.30  C2 1.551, H7 1.134, H8 1.073, H9 1.115
2 C 16.98 12.49 10.74  C1 1.551, C3 1.512, N6 1.486, H10 1.096
3 C 17.34 13.96 10.72  C2 1.512, O4 1.425, H11 1.083, H12 1.077
4 O 18.75 14.16 10.79  C3 1.425, C5 1.419
5 C 19.02 15.53 11.05  O4 1.419, H13 1.158, H14 1.116, H15 1.120
6 N 17.82 11.59 11.57  C2 1.486, H16 0.989, H17 1.032
7 H 14.95 13.15 11.48  C1 1.134
8 H 15.69 11.72 12.24  C1 1.073
9 H 14.91 11.60 10.63  C1 1.115
10 H 17.07 12.21 9.68  C2 1.096
11 H 16.89 14.58 11.48  C3 1.083
12 H 16.92 14.36 9.81  C3 1.077
13 H 18.14 16.13 10.58  C5 1.158
14 H 19.93 15.86 10.51  C5 1.116
15 H 19.03 15.76 12.14  C5 1.120
16 H 18.79 11.73 11.44  N6 0.989
17 H 17.55 11.72 12.56  N6 1.032
18 C 20.43 9.31 14.54  C19 1.492, H24 1.061, H25 1.080, H26 1.105
19 C 21.61 8.86 15.32  C18 1.492, C20 1.513, N23 1.481, H27 1.124
20 C 22.81 8.66 14.41  C19 1.513, O21 1.417, H28 1.100, H29 1.115
21 O 22.93 9.80 13.58  C20 1.417, C22 1.362
22 C 24.10 10.04 12.94  O21 1.362, H30 1.073, H31 1.132, H32 1.130
23 N 21.80 9.73 16.51  C19 1.481, H33 1.010, H34 1.011
24 H 19.57 9.34 15.15  C18 1.061
25 H 20.20 8.64 13.72  C18 1.080
26 H 20.61 10.26 13.99  C18 1.105
27 H 21.32 7.86 15.75  C19 1.124
28 H 22.66 7.75 13.81  C20 1.100
29 H 23.74 8.49 14.99  C20 1.115
30 H 23.95 10.61 12.03  C22 1.073
31 H 24.73 9.12 12.77  C22 1.132
32 H 24.80 10.70 13.53  C22 1.130
33 H 22.22 10.59 16.18  N23 1.010
34 H 22.51 9.31 17.10  N23 1.011
35 C 21.29 14.48 13.17  C36 1.560, H41 1.121, H42 1.112, H43 1.092
36 C 21.99 14.22 14.54  C35 1.560, C37 1.491, N40 1.474, H44 1.130
37 C 21.31 14.97 15.64  C36 1.491, O38 1.423, H45 1.096, H46 1.076
38 O 21.50 16.37 15.46  C37 1.423, C39 1.447
39 C 20.60 17.06 16.36  O38 1.447, H47 1.120, H48 1.049, H49 1.096
40 N 21.98 12.80 14.90  C36 1.474, H50 1.038, H51 1.021
41 H 20.27 14.02 13.16  C35 1.121
42 H 21.92 14.15 12.32  C35 1.112
43 H 21.09 15.54 13.02  C35 1.092
44 H 23.05 14.60 14.42  C36 1.130
45 H 21.58 14.67 16.66  C37 1.096
46 H 20.26 14.80 15.49  C37 1.076
47 H 19.54 16.82 16.10  C39 1.120
48 H 20.72 18.10 16.24  C39 1.049
49 H 20.78 16.65 17.36  C39 1.096
50 H 22.73 12.60 15.59  N40 1.038
51 H 22.16 12.14 14.14  N40 1.021
52 C 20.40 19.13 7.80  O53 1.213, N54 1.415, N55 1.305
53 O 21.48 19.14 8.36  C52 1.213
54 N 19.95 20.24 7.04  C52 1.415, H56 1.006, H57 1.027
55 N 19.59 18.11 7.74  C52 1.305, H58 1.036, H59 1.034
56 H 20.68 20.93 6.91  N54 1.006
57 H 19.41 20.02 6.20  N54 1.027
58 H 19.74 17.28 8.33  N55 1.036
59 H 18.74 18.06 7.15  N55 1.034
60 C 12.50 13.62 12.61  O61 1.231, N62 1.387, N63 1.372
61 O 13.04 14.18 13.57  C60 1.231
62 N 11.94 14.33 11.57  C60 1.387, H64 0.993, H65 0.965
63 N 12.30 12.27 12.49  C60 1.372, H66 1.016, H67 1.040
64 H 12.34 15.23 11.43  N62 0.993
65 H 11.65 13.86 10.78  N62 0.965
66 H 12.19 11.95 11.53  N63 1.016
67 H 13.02 11.76 13.05  N63 1.040
68 C 21.68 15.66 7.79  O69 1.236, N70 1.327, N71 1.389
69 O 20.59 15.07 7.80  C68 1.236
70 N 22.46 15.80 8.85  C68 1.327, H72 1.060, H73 1.007
71 N 22.08 16.28 6.61  C68 1.389, H74 0.982, H75 1.041
72 H 23.18 16.57 8.92  N70 1.060
73 H 22.18 15.55 9.79  N70 1.007
74 H 21.32 16.33 5.99  N71 0.982
75 H 22.58 17.20 6.62  N71 1.041
76 C 15.02 10.61 14.53  O77 1.214, N78 1.343, N79 1.402
77 O 14.12 10.34 13.76  C76 1.214
78 N 16.26 10.08 14.54  C76 1.343, H80 1.014, H81 1.037
79 N 14.89 11.76 15.33  C76 1.402, H82 1.025, H83 1.013
80 H 16.95 10.35 15.24  N78 1.014
81 H 16.49 9.15 14.15  N78 1.037
82 H 15.22 11.72 16.30  N79 1.025
83 H 13.92 12.03 15.30  N79 1.013
84 C 22.65 18.03 11.94  O85 1.217, N86 1.385, N87 1.449
85 O 23.33 17.17 11.43  C84 1.217
86 N 21.71 18.79 11.26  C84 1.385, H88 1.015, H89 1.055
87 N 22.79 18.34 13.35  C84 1.449, H90 1.018, H91 1.022
88 H 21.69 19.76 11.57  N86 1.015
89 H 21.60 18.75 10.21  N86 1.055
90 H 23.29 17.58 13.82  N87 1.018
91 H 22.09 18.76 13.96  N87 1.022
92 C 14.96 17.19 9.09  O93 1.232, N94 1.388, N95 1.358
93 O 14.34 17.23 10.15  C92 1.232
94 N 14.40 16.60 7.97  C92 1.388, H96 0.959, H97 1.065
95 N 16.22 17.70 8.99  C92 1.358, H98 0.985, H99 0.983
96 H 14.94 16.34 7.22  N94 0.959
97 H 13.52 16.02 8.17  N94 1.065
98 H 16.63 17.48 8.12  N95 0.985
99 H 16.70 18.00 9.79  N95 0.983
100 C 18.13 12.10 17.32  O101 1.221, N102 1.353, N103 1.356
101 O 17.08 12.36 17.87  C100 1.221
102 N 18.65 12.74 16.25  C100 1.353, H104 1.046, H105 1.045
103 N 19.06 11.21 17.76  C100 1.356, H106 0.976, H107 1.027
104 H 19.66 12.52 16.10  N102 1.046
105 H 18.19 13.55 15.78  N102 1.045
106 H 19.44 10.69 17.02  N103 0.976
107 H 18.68 10.64 18.52  N103 1.027
108 C 16.61 8.22 9.36  O109 1.238, N110 1.396, N111 1.342
109 O 15.51 7.66 9.26  C108 1.238
110 N 17.61 7.90 8.45  C108 1.396, H112 1.010, H113 1.023
111 N 17.05 8.94 10.41  C108 1.342, H114 1.021, H115 1.042
112 H 18.48 8.42 8.43  N110 1.010
113 H 17.34 7.36 7.62  N110 1.023
114 H 17.84 9.57 10.28  N111 1.021
115 H 16.28 9.39 10.94  N111 1.042
116 C 15.70 16.05 14.40  O117 1.274, N118 1.379, N119 1.297
117 O 16.21 17.14 14.81  C116 1.274
118 N 15.57 14.95 15.22  C116 1.379, H120 1.001, H121 1.029
119 N 15.29 15.95 13.17  C116 1.297, H122 1.011, H123 0.988
120 H 14.97 14.20 14.94  N118 1.001
121 H 15.88 14.99 16.20  N118 1.029
122 H 14.69 15.19 12.88  N119 1.011
123 H 15.40 16.66 12.49  N119 0.988
124 C 17.73 18.92 12.25  O125 1.216, N126 1.339, N127 1.331
125 O 18.08 18.96 11.09  C124 1.216
126 N 18.58 18.44 13.17  C124 1.339, H128 1.055, H129 0.992
127 N 16.49 19.19 12.66  C124 1.331, H130 1.006, H131 1.055
128 H 18.28 17.91 14.03  N126 1.055
129 H 19.35 18.02 12.72  N126 0.992
130 H 16.30 18.93 13.62  N127 1.006
131 H 15.84 19.23 11.83  N127 1.055
132 C 15.87 12.32 7.23  O133 1.193, N134 1.351, N135 1.359
133 O 16.77 12.96 6.77  C132 1.193
134 N 14.64 12.85 7.42  C132 1.351, H136 1.025, H137 1.024
135 N 16.02 11.03 7.61  C132 1.359, H138 1.038, H139 0.995
136 H 14.25 12.35 8.23  N134 1.025
137 H 14.76 13.81 7.77  N134 1.024
138 H 16.97 10.62 7.65  N135 1.038
139 H 15.22 10.62 8.05  N135 0.995
140 C 17.13 16.02 5.70  O141 1.224, N142 1.365, N143 1.401
141 O 17.20 17.11 6.25  C140 1.224
142 N 15.99 15.55 5.11  C140 1.365, H144 1.021, H145 1.029
143 N 18.29 15.24 5.54  C140 1.401, H146 1.040, H147 1.027
144 H 15.88 14.55 5.30  N142 1.021
145 H 15.15 16.00 5.51  N142 1.029
146 H 19.05 15.39 6.23  N143 1.040
147 H 18.09 14.23 5.54  N143 1.027
148 C 13.41 10.03 9.85  O149 1.229, N150 1.342, N151 1.314
149 O 12.74 11.05 10.00  C148 1.229
150 N 13.97 9.31 10.83  C148 1.342, H152 1.003, H153 0.999
151 N 13.65 9.68 8.60  C148 1.314, H154 1.029, H155 1.050
152 H 14.44 8.43 10.72  N150 1.003
153 H 13.74 9.64 11.75  N150 0.999
154 H 12.94 10.07 7.96  N151 1.029
155 H 14.09 8.75 8.39  N151 1.050
156 C 19.91 11.46 8.75  O157 1.209, N158 1.367, N159 1.349
157 O 19.19 10.62 9.24  C156 1.209
158 N 19.41 12.31 7.80  C156 1.367, H160 1.034, H161 1.016
159 N 21.20 11.51 9.14  C156 1.349, H162 1.028, H163 0.993
160 H 18.40 12.38 7.59  N158 1.034
161 H 19.79 13.26 7.79  N158 1.016
162 H 21.90 12.10 8.68  N159 1.028
163 H 21.51 10.93 9.88  N159 0.993

Here are the Löwdin charges for atoms 1 to 99, given in e: atom 1 (C): -0.019, atom 2 (C): -0.364, atom 3 (C): -0.199, atom 4 (O): -0.190, atom 5 (C): -0.110, atom 6 (N): 0.056, atom 7 (H): 0.090, atom 8 (H): 0.042, atom 9 (H): 0.051, atom 10 (H): 0.096, atom 11 (H): 0.097, atom 12 (H): 0.113, atom 13 (H): 0.096, atom 14 (H): 0.080, atom 15 (H): 0.079, atom 16 (H): 0.043, atom 17 (H): 0.072, atom 18 (C): -0.074, atom 19 (C): -0.431, atom 20 (C): -0.190, atom 21 (O): -0.218, atom 22 (C): -0.146, atom 23 (N): 0.063, atom 24 (H): 0.049, atom 25 (H): 0.084, atom 26 (H): 0.080, atom 27 (H): 0.153, atom 28 (H): 0.131, atom 29 (H): 0.134, atom 30 (H): 0.073, atom 31 (H): 0.108, atom 32 (H): 0.099, atom 33 (H): 0.039, atom 34 (H): 0.073, atom 35 (C): -0.044, atom 36 (C): -0.415, atom 37 (C): -0.242, atom 38 (O): -0.208, atom 39 (C): -0.068, atom 40 (N): 0.042, atom 41 (H): 0.085, atom 42 (H): 0.089, atom 43 (H): 0.052, atom 44 (H): 0.151, atom 45 (H): 0.134, atom 46 (H): 0.092, atom 47 (H): 0.094, atom 48 (H): 0.065, atom 49 (H): 0.091, atom 50 (H): 0.088, atom 51 (H): 0.056, atom 52 (C): -0.685, atom 53 (O): 0.000, atom 54 (N): 0.137, atom 55 (N): 0.194, atom 56 (H): 0.087, atom 57 (H): 0.101, atom 58 (H): 0.110, atom 59 (H): 0.085, atom 60 (C): -0.646, atom 61 (O): -0.006, atom 62 (N): 0.180, atom 63 (N): 0.165, atom 64 (H): 0.083, atom 65 (H): 0.060, atom 66 (H): 0.047, atom 67 (H): 0.066, atom 68 (C): -0.674, atom 69 (O): -0.037, atom 70 (N): 0.187, atom 71 (N): 0.158, atom 72 (H): 0.138, atom 73 (H): 0.081, atom 74 (H): 0.066, atom 75 (H): 0.119, atom 76 (C): -0.658, atom 77 (O): 0.006, atom 78 (N): 0.179, atom 79 (N): 0.159, atom 80 (H): 0.087, atom 81 (H): 0.135, atom 82 (H): 0.090, atom 83 (H): 0.097, atom 84 (C): -0.623, atom 85 (O): 0.005, atom 86 (N): 0.149, atom 87 (N): 0.128, atom 88 (H): 0.102, atom 89 (H): 0.072, atom 90 (H): 0.077, atom 91 (H): 0.080, atom 92 (C): -0.645, atom 93 (O): -0.013, atom 94 (N): 0.158, atom 95 (N): 0.211, atom 96 (H): -0.006, atom 97 (H): 0.141, atom 98 (H): 0.035, atom 99 (H): 0.043

[2]
Computed, not measured: a 3-piece molecular cluster, C2H12NO3 overall in a non-equilibrium geometry, with wB97M-V/def2-TZVPD.

Values from the calculation:
F_max = 1.504 eV/A
E_tot = -9895.052 eV
orbital gap = 11.57 eV
charge = +1
relative energy (zero: lowest compared OMol25 entry of this formula, charge and spin) = 0.3922 eV

Each atom is followed by the atoms it is bonded to, with distances in Å.
Positions of all 18 atoms, in Å:
1 C 1.31 -1.35 0.55  O2 1.431, C3 1.524, H5 1.094, H6 1.087
2 O 0.71 -1.68 -0.71  C1 1.431, H7 0.964
3 C 1.61 0.14 0.61  C1 1.524, N4 1.487, H8 1.089, H9 1.086
4 N 0.33 0.91 0.59  C3 1.487, H10 1.029, H11 1.014, H12 1.024
5 H 0.52 -1.59 1.27  C1 1.094
6 H 2.21 -1.93 0.75  C1 1.087
7 H 1.40 -2.11 -1.24  O2 0.964
8 H 2.16 0.35 -0.30  C3 1.089
9 H 2.19 0.39 1.49  C3 1.086
10 H -0.47 0.41 0.17  N4 1.029
11 H 0.03 1.25 1.49  N4 1.014
12 H 0.42 1.71 -0.04  N4 1.024
13 H -2.91 0.55 1.08  O15 0.940
14 H -2.80 -0.70 0.33  O15 0.955
15 O -2.26 -0.05 0.76  H13 0.940, H14 0.955
16 H -2.20 1.20 -1.97  O18 0.960
17 H -0.99 1.26 -2.89  O18 0.964
18 O -1.24 1.24 -1.96  H16 0.960, H17 0.964

Charges per atom according to Löwdin partitioning, unit e: atom 1 (C): -0.223, atom 2 (O): -0.053, atom 3 (C): -0.116, atom 4 (N): 0.179, atom 5 (H): 0.128, atom 6 (H): 0.133, atom 7 (H): 0.100, atom 8 (H): 0.137, atom 9 (H): 0.136, atom 10 (H): 0.087, atom 11 (H): 0.167, atom 12 (H): 0.160, atom 13 (H): 0.050, atom 14 (H): 0.071, atom 15 (O): -0.015, atom 16 (H): 0.047, atom 17 (H): 0.059, atom 18 (O): -0.046